Entry from the OMol25 dataset: a structure of composition C28H23Cl5MnN6SSi (wB97M-V/def2-TZVPD).

- ΔE to the lowest compared entry with this formula, charge and spin: 85.0 kcal per mole
- E_tot: -150993.5607 eV
- Lowest unoccupied orbital energy (alpha / beta): -1.4 / -1.1 eV
- Multiplicity: 2
- HOMO (alpha / beta): -0.2426 / -0.2427 hartree
- Kohn-Sham gap (alpha / beta): 5.19 / 5.50 eV

Each line ends with the Löwdin charge.
Geometry (Å):
Mn 0.93710 0.33482 -0.03122  0.439
N -1.56307 2.92587 3.64684  0.175
C -0.47527 2.45127 3.04064  -0.286
N -0.54518 1.90554 1.81957  0.041
C -1.79085 1.70653 1.18384  -0.179
N -2.01854 0.87617 0.24655  0.115
N -0.97933 0.08137 -0.18158  -0.085
C -1.39518 -1.02950 -0.78575  -0.050
C -0.39579 -1.99823 -1.01583  -0.256
C -0.61468 -3.23921 -1.64220  -0.010
C 0.42643 -4.11535 -1.77286  -0.054
C 1.68893 -3.75387 -1.27213  -0.043
C 1.84440 -2.52812 -0.68111  -0.101
N 0.83555 -1.64285 -0.54385  0.000
C -2.87652 2.55494 1.69349  -0.069
C -4.04445 2.76859 0.95951  -0.007
C -5.06136 3.53844 1.48489  -0.069
C -4.92431 4.10414 2.75210  -0.065
C -3.77385 3.91094 3.48765  -0.003
C -2.74845 3.13903 2.94815  -0.150
H -1.43878 3.28570 4.58285  0.164
H 1.46933 1.69976 3.29338  0.093
H -2.44683 -1.18146 -0.98635  0.127
H -1.60359 -3.47490 -2.01148  0.118
H 0.28062 -5.07297 -2.25452  0.111
H 2.53501 -4.42162 -1.34981  0.108
H 2.80728 -2.22027 -0.29764  0.109
H -4.12629 2.31575 -0.01803  0.115
H -5.96491 3.70561 0.91494  0.106
H -5.72335 4.70936 3.15952  0.109
H -3.65454 4.35940 4.46607  0.120
C 6.69241 -0.19782 -3.88292  -0.185
Si 4.88922 0.24442 -3.63804  0.509
C 3.80154 -0.98811 -4.53315  -0.183
C 4.56253 1.98225 -4.23764  -0.173
C 4.52964 0.15253 -1.78249  -0.226
C 5.50966 -0.10112 -0.83069  -0.069
C 5.22642 -0.17508 0.53350  -0.057
C 3.91935 -0.00250 0.93666  -0.121
N 2.96101 0.23504 0.04129  -0.109
C 3.23794 0.33343 -1.27217  -0.709
S 1.74491 0.72404 -2.09255  0.722
H 6.87729 -0.38744 -4.94278  0.032
H 6.97492 -1.10148 -3.33837  0.030
H 7.35806 0.61045 -3.57287  0.036
H 4.17073 -1.14715 -5.54960  0.030
H 2.77065 -0.63896 -4.59229  0.009
H 3.79593 -1.95527 -4.02538  0.029
H 4.81566 2.07706 -5.29661  0.033
H 5.16044 2.70878 -3.68360  0.036
H 3.51158 2.25097 -4.11314  0.017
H 6.53584 -0.24567 -1.15093  0.097
H 6.00695 -0.35684 1.25788  0.103
H 3.61525 -0.04620 1.97502  0.119
Cl 2.68243 3.45724 0.15305  0.655
C 1.27227 3.17156 1.19614  -0.673
C 0.68524 1.95898 1.06092  -0.216
C 0.77037 2.27791 3.89433  -0.590
Cl 0.35400 1.16125 5.27944  0.593
C 1.25961 3.61172 4.32042  -0.780
Cl 1.78448 3.89497 5.92997  0.637
C 1.16422 4.56895 3.35983  -0.731
Cl 1.41304 6.23585 3.84258  0.640
C 0.84387 4.30136 2.01028  -0.737
Cl 0.35494 5.64686 0.98768  0.614



Entry from the OMol25 dataset: a structure of composition C28H23CuO4P (wB97M-V/def2-TZVPD).

- Charge: -1
- E_tot: -91525.6978 eV
- Lowest unoccupied orbital energy: 2.8 eV
- HOMO: -0.1855 hartree
- Kohn-Sham gap: 7.81 eV

Each line ends with the Löwdin charge.
Geometry (Å):
Cu 0.66077 -1.82839 1.45455  0.530
O -3.17392 -2.64918 1.73039  0.019
C -2.10549 -2.05480 1.76895  -0.675
O -1.01909 -2.47755 1.21041  -0.146
C -2.04051 -0.70323 2.51894  -0.223
P -1.11133 0.51796 1.47913  1.107
C -2.45905 1.71812 1.08953  -0.364
C -2.81342 2.81437 1.87409  -0.095
C -3.79257 3.69978 1.44718  -0.097
C -4.44312 3.49322 0.23902  -0.107
C -4.11551 2.39385 -0.54027  -0.095
C -3.12502 1.51852 -0.12054  -0.097
C -0.05452 1.49932 2.61118  -0.367
C 0.45861 2.70022 2.10422  -0.120
C 1.40922 3.42338 2.80234  -0.099
C 1.88254 2.95203 4.02000  -0.105
C 1.40265 1.75250 4.51844  -0.083
C 0.44951 1.02515 3.81828  -0.090
H -1.51059 -0.86505 3.45996  0.075
H -3.05591 -0.37886 2.72839  0.085
H -2.32313 2.97559 2.82508  0.103
H -4.04686 4.55713 2.05918  0.096
H -5.20262 4.19009 -0.09447  0.094
H -4.62406 2.22691 -1.48183  0.098
H -2.84807 0.67044 -0.73722  0.104
H 0.09953 3.06741 1.14913  0.104
H 1.79318 4.34801 2.38783  0.096
H 2.63155 3.51113 4.56739  0.093
H 1.78926 1.36759 5.45421  0.101
H 0.13890 0.06479 4.20301  0.082
O 2.13177 -1.49735 2.22944  -0.287
O 1.18641 -1.97445 3.12681  -0.303
C 1.36850 0.94812 -5.09574  -0.119
C 1.69577 1.79260 -4.04552  -0.108
C 1.67381 1.32567 -2.74135  -0.055
C 1.33023 0.00323 -2.43604  -0.198
C 1.01171 -0.83629 -3.51304  -0.026
C 1.03420 -0.37011 -4.81730  -0.097
C 1.22625 -0.36763 -1.00836  -0.099
C 1.13409 -1.56554 -0.41743  -0.143
C 1.42103 -2.84238 -1.09219  -0.256
C 2.70886 -3.10079 -1.57466  -0.044
C 2.99456 -4.28847 -2.22695  -0.100
C 2.00706 -5.24853 -2.40482  -0.116
C 0.73626 -5.01843 -1.89415  -0.092
C 0.44752 -3.83600 -1.22969  -0.038
H 1.35231 1.31704 -6.11399  0.090
H 1.96472 2.82361 -4.24412  0.093
H 1.92464 2.00042 -1.92967  0.105
H 0.71892 -1.85580 -3.32506  0.104
H 0.77586 -1.04621 -5.62410  0.096
H 1.17667 0.50848 -0.37154  0.066
H 3.47712 -2.34922 -1.44159  0.118
H 3.99750 -4.45899 -2.60168  0.093
H 2.23066 -6.16972 -2.92906  0.088
H -0.04086 -5.76423 -2.01263  0.096
H -0.53650 -3.65948 -0.81211  0.106



Entry from the OMol25 dataset: a structure of composition C28H23F12N5O4PdS (wB97M-V/def2-TZVPD).

- ΔE to the lowest compared entry with this formula, charge and spin: 0.0 kcal per mole
- E_tot: -91974.5984 eV
- Lowest unoccupied orbital energy (alpha / beta): 0.4 / -2.2 eV
- Multiplicity: 5
- HOMO (alpha / beta): -0.3105 / -0.3239 hartree
- Kohn-Sham gap (alpha / beta): 8.85 / 6.62 eV

Each line ends with the Löwdin charge.
Geometry (Å):
Pd -0.41209 -0.33254 -0.22565  1.122
C -4.35172 -1.39125 4.81952  -0.041
C -3.13554 -0.93642 4.06230  -0.245
C -2.75187 0.39959 4.04638  -0.024
C -1.64236 0.80043 3.32703  -0.025
C -0.89630 -0.12620 2.59742  -0.247
N 0.13903 0.34176 1.77233  0.075
C 1.22480 0.95083 2.25818  -0.176
C 1.47529 0.90481 3.66062  0.021
C 2.58898 1.47290 4.21621  -0.016
C 3.52122 2.12048 3.40631  -0.226
C 4.77364 2.71097 3.97882  -0.034
C 3.28846 2.16805 2.02925  0.026
C 2.18242 1.60860 1.41888  -0.015
C 2.06565 1.70678 -0.11794  -0.327
O 0.92524 1.25681 -0.71714  -0.252
C 3.29279 0.95218 -0.72746  -0.553
F 3.36184 -0.27768 -0.21485  0.158
F 4.47639 1.55267 -0.49202  0.148
F 3.17957 0.84680 -2.05569  0.151
C 2.08124 3.21407 -0.53324  -0.545
F 1.94985 3.34286 -1.85970  0.162
F 1.02828 3.82807 0.03829  0.151
F 3.17383 3.91020 -0.18707  0.151
C -1.26489 -1.47819 2.59555  -0.057
C -2.37472 -1.85278 3.34417  0.037
C -0.38670 -2.49833 1.84543  -0.353
O 0.45110 -1.96367 0.90713  -0.253
C 0.52532 -3.18155 2.89870  -0.546
F -0.17308 -3.78778 3.87678  0.155
F 1.29771 -2.25250 3.48689  0.161
F 1.32801 -4.09300 2.35380  0.182
C -1.26732 -3.55260 1.10999  -0.556
F -0.53080 -4.34098 0.33348  0.167
F -1.98207 -4.36102 1.91888  0.142
F -2.14187 -2.90136 0.32268  0.146
H -4.64348 -0.66182 5.57400  0.077
H -4.17065 -2.34500 5.31475  0.083
H -5.19658 -1.52834 4.14165  0.089
H -3.32322 1.13257 4.60291  0.116
H -1.33568 1.83993 3.31187  0.124
H 0.77791 0.36335 4.28256  0.118
H 2.75481 1.40164 5.28406  0.121
H 4.63921 2.99021 5.02303  0.081
H 5.08828 3.59023 3.41771  0.084
H 5.58811 1.98363 3.93233  0.095
H 4.03070 2.66663 1.42694  0.118
H -2.65942 -2.89352 3.38548  0.124
N -1.81060 1.48692 -0.27361  -0.012
N -2.96989 1.16257 -1.00215  0.003
C -2.78668 0.18813 -2.02208  -0.705
O -3.57741 0.18740 -2.95260  0.030
O -1.78771 -0.60696 -1.87401  -0.164
H -2.05069 1.76700 0.66996  0.091
H -1.22291 2.19543 -0.70729  0.099
H -3.50322 1.95404 -1.33580  0.130
N 0.59657 0.28637 -3.37702  0.165
C 0.51256 -1.02784 -3.27902  -0.778
S 0.90663 -1.83916 -1.80878  0.823
N 0.14352 -1.75319 -4.33724  0.071
C -0.35018 -1.18537 -5.55739  -0.249
C 0.39732 -1.26810 -6.72176  -0.020
C -0.10980 -0.71997 -7.89150  -0.081
C -1.34484 -0.08780 -7.88487  -0.084
C -2.08653 -0.01250 -6.71291  -0.060
C -1.59855 -0.57015 -5.54064  -0.007
H 0.88247 0.81550 -2.55135  0.061
H 0.25326 0.75857 -4.19803  0.123
H 0.08053 -2.74795 -4.19094  0.141
H 1.36656 -1.74979 -6.70474  0.116
H 0.46377 -0.78299 -8.80676  0.104
H -1.73374 0.34246 -8.79858  0.103
H -3.05750 0.46489 -6.70825  0.111
H -2.18232 -0.55805 -4.62420  0.099